# 1
8
Properties=species:S:1:pos:R:3:forces:R:3:mulliken_charge:R:1 method="wB97M-V/def2-TZVPD" multiplicity=1 relative_energy_kcal_mol=159.6 e_lumo_ev=0.093 e_tot_ev=-24812.3558 fmax_ev_per_a=11.792 charge=0
C 0.31897 -0.42487 -0.94547 4.36 -2.30 -8.13 0.038
H -1.06908 1.16097 -1.84693 -0.46 0.22 0.13 0.124
H 1.03733 -1.32140 -1.05213 -1.03 1.53 0.16 0.265
H 0.28354 -0.86040 2.33103 -0.48 -1.28 0.53 0.143
H -0.34720 1.03571 2.42208 0.69 -0.05 1.39 0.118
O -0.24676 -0.15989 0.05237 -8.08 -3.55 -4.52 -0.133
S -0.19840 0.40865 -2.49732 1.36 -0.45 0.88 -0.200
S 0.22162 0.16122 1.53637 3.65 5.87 9.56 -0.355

# 2
32
Properties=species:S:1:pos:R:3:forces:R:3:lowdin_spin:R:1 method="wB97M-V/def2-TZVPD" multiplicity=2 relative_energy_kcal_mol=0.0 e_lumo_ev="2.890 / 2.855" e_tot_ev=-22976.5215 fmax_ev_per_a=2.933 charge=-1
Hg -0.59689 0.59517 -0.75796 0.85 -2.69 0.79 0.160
C 1.17925 1.09780 2.78027 -1.42 0.36 -0.18 0.011
C 0.46829 -0.23654 2.37874 0.06 1.02 -0.99 0.008
O -0.64003 -0.08969 1.52319 0.77 0.29 0.21 0.037
H 1.18242 1.76762 1.92037 0.10 -0.10 -0.33 0.008
H 2.20974 1.04354 3.13134 -0.04 -0.38 0.23 0.001
H 0.53873 1.59997 3.50531 0.19 0.22 0.37 0.002
H 0.11851 -0.73827 3.28098 0.32 -0.31 0.29 0.001
H 1.31267 -0.75213 1.92126 -0.08 -1.01 -0.21 0.002
C 1.65998 -2.82749 -0.42469 -0.20 0.72 0.35 0.004
C 1.50845 -1.71032 -1.51721 -1.14 0.43 0.93 0.016
O 0.18640 -1.33354 -1.81312 -0.59 -0.22 0.04 0.048
H 2.55050 -2.69452 0.18962 0.57 0.01 -0.36 0.001
H 1.61592 -3.87231 -0.73210 0.00 0.11 -0.50 0.000
H 0.89395 -2.71745 0.34290 -0.46 0.19 -0.28 0.001
H 2.05208 -1.95888 -2.42868 0.19 -0.29 -0.22 0.001
H 1.90346 -0.76627 -1.14193 1.26 -0.18 0.43 0.007
O 1.32451 1.89167 -1.01405 0.87 0.38 -0.03 0.065
H 1.40673 2.84528 -1.02410 -0.32 0.57 0.02 0.025
H 2.19114 1.57339 -1.26679 0.34 -0.40 -0.12 0.014
O -1.31813 2.47060 0.31269 0.10 1.22 0.12 0.113
H -2.18062 2.87233 0.20796 -0.68 0.29 -0.38 0.053
H -1.10153 2.60438 1.23542 0.26 -0.39 0.62 0.017
O -1.22308 1.70425 -2.67458 0.18 0.19 -0.26 0.155
H -2.00753 2.18777 -2.93358 -0.93 0.52 0.00 0.077
H -0.71582 1.61968 -3.48189 0.48 -0.20 -0.50 0.039
O -2.87018 0.10416 -0.58688 -1.07 0.12 -0.12 0.071
H -3.23646 -0.74922 -0.35489 0.29 -0.84 0.10 0.008
H -3.62718 0.68900 -0.62092 -0.20 0.57 -0.12 0.035
O -1.80544 -2.40187 -0.00595 -1.28 -0.80 0.27 0.011
H -1.74179 -1.79161 0.72873 0.59 0.48 0.60 0.003
H -1.23818 -2.02663 -0.67947 1.00 0.14 -0.78 0.004